Formula: C45H79B2ClF4N7O16PRbSV
Source: the Open Molecules 2025 dataset
Level of theory: ωB97M-V with the def2-TZVPD basis set

Output
- Frontier orbital gap: 1.1 eV
- F_max: 0.17763 hartree/bohr
- Calculated total energy: -5965.525925 Ha

Structure (XYZ):
```
158
Properties=species:S:1:pos:R:3:forces:R:3
Rb 5.0551 7.1882 4.6439 2.935 6.604 -3.794
V 4.0264 8.3423 -0.6411 0.132 0.259 -1.171
Cl 1.8871 0.3435 5.4189 -1.625 -0.297 -1.634
S -3.2832 -2.3390 -6.7340 -0.417 0.151 -0.729
P 1.8610 -4.5342 -3.6401 1.397 -8.222 3.725
F 2.7591 2.5314 10.1909 0.809 0.414 -1.729
F 2.3725 3.0344 7.9030 0.988 -0.039 0.616
F 4.2232 1.6837 8.5252 -0.854 1.353 0.179
F 4.2212 4.0024 9.0354 -0.749 -1.054 -0.416
O 1.6183 1.0990 2.9066 -1.163 2.394 -0.426
O -4.5155 6.8880 9.1538 -0.540 0.207 0.222
O 3.4112 8.0724 0.9822 1.517 0.383 -2.950
O -4.4940 -1.8886 -7.7289 1.560 -0.653 0.151
O 2.9649 -2.4027 -6.8015 -0.553 -0.125 0.098
O 0.9774 -1.0883 0.4820 0.692 1.388 2.698
O -2.5571 5.8740 9.1044 -0.070 0.413 -1.336
O -8.2687 1.1141 -6.1190 -0.690 0.894 0.515
O -2.8144 -1.1781 -6.0136 -0.336 -0.985 -0.070
O 4.6417 8.6121 -2.2644 -1.541 -0.750 4.342
O -3.6624 -3.5640 -6.0586 0.207 1.106 -0.115
O -3.4829 6.9227 7.2980 1.634 -0.670 -0.683
O -8.8785 5.0002 -2.5419 0.100 -0.641 -0.597
O 3.4092 -4.5096 -3.6431 -1.226 4.203 -1.932
O -2.8251 2.8017 -0.0985 6.509 2.816 4.126
O 2.9434 -1.5349 2.0827 -2.999 2.058 -2.141
N -0.1253 2.4387 5.2558 -2.082 0.767 -2.162
N 1.6890 3.6682 2.5856 0.745 -1.122 -0.044
N 1.8215 -4.6990 -1.9239 -0.342 0.918 1.865
N -2.3792 -1.0022 6.7314 2.759 4.246 -3.378
N 0.0813 -4.5625 -3.6366 0.548 2.845 -2.764
N 1.8410 -6.1274 -4.3351 0.237 -0.324 -0.798
N -1.0002 -6.7891 0.8309 -0.235 -0.233 1.063
C 3.4445 0.4238 -1.4921 0.076 0.073 -0.051
C -1.5874 -0.0094 6.1788 -2.490 -2.724 1.266
C 4.0971 4.9563 5.3113 -0.521 -1.615 1.662
C 4.9647 0.9435 -3.2966 -0.083 0.033 0.175
C -0.5654 1.4725 4.1537 1.182 -0.726 0.515
C -0.5596 2.1092 2.6433 -0.224 -0.672 -0.909
C -0.4434 5.8182 4.7664 0.091 -0.253 0.568
C 0.4166 -0.9984 3.1390 0.489 -0.660 0.877
C 1.0483 2.3327 2.2824 -2.012 -0.995 -0.993
C -9.1876 3.2231 -5.6090 -0.136 0.433 0.109
C -7.8079 1.9141 -3.9511 0.065 0.157 0.412
C -1.7167 -5.9456 1.6058 0.490 -0.550 -0.578
C 5.2646 -2.4569 -6.1025 0.213 -0.047 0.091
C -7.9596 2.8912 -3.0519 0.186 -0.452 -0.122
C -9.3393 4.2003 -4.7098 -0.087 -0.189 -0.455
C -1.9098 0.6370 4.6701 0.338 -0.129 0.549
C 5.4692 2.0173 -2.5624 -0.140 -0.090 0.070
C -5.7878 -1.6842 -7.1755 -0.991 0.406 0.746
C -1.2543 3.3428 5.7001 -0.302 0.848 1.571
C 3.0805 3.5416 3.1640 1.762 1.040 0.214
C 1.1871 -7.2929 -3.7601 -0.942 0.107 -0.292
C -3.4293 6.5247 8.4867 0.196 -0.411 1.104
C 3.0766 -6.5973 -4.9902 0.147 0.510 -0.072
C -1.4245 -7.2932 3.5492 0.011 -0.022 0.013
C -8.4098 2.0081 -5.2959 0.043 -0.490 -0.506
C -0.5668 -3.3539 -3.0801 -0.244 0.382 0.777
C -1.7702 3.2807 0.5673 -4.425 -1.656 -1.764
C -0.8102 4.8778 6.0731 -0.746 0.893 0.292
C -1.6389 3.2691 2.2250 0.001 -0.351 -0.682
C -1.9520 -6.1513 2.9558 0.109 -0.205 0.064
C 5.2727 3.8539 5.6122 0.547 -0.964 0.295
C 3.6424 5.0211 3.7051 -0.512 0.342 1.034
C 0.7324 0.4427 3.9254 0.408 -0.081 -1.653
C -5.8520 -0.3991 -6.3722 0.101 -0.141 0.459
C 0.9262 -5.5228 -1.1221 0.008 -0.347 0.072
C 2.1757 -3.4787 -1.1948 0.789 0.119 -0.418
C 3.9452 1.5009 -0.7603 0.072 -0.044 -0.244
C -0.4993 -7.8882 1.4354 -0.300 0.701 -0.498
C 4.1481 -1.6244 -6.6980 0.173 -0.227 0.286
C 3.9516 0.1483 -2.7618 0.106 0.163 0.068
C -8.7374 4.1062 -3.3650 -0.114 0.737 0.681
C -2.0842 -2.7292 -7.9854 -0.173 0.021 -0.147
C 4.9557 2.2984 -1.2967 -0.054 -0.115 -0.090
C -0.4407 -4.6213 -5.0326 -0.560 -0.705 -0.597
C -0.6837 -8.1820 2.7769 -0.155 0.203 0.134
B 1.5046 -1.2364 1.8847 1.090 0.732 -0.731
B 3.3940 2.8130 8.9136 -0.146 -0.437 0.850
H -1.5891 -7.4890 4.6048 0.023 0.030 -0.129
H -0.6511 0.3466 6.8058 -2.040 -0.592 -1.506
H 3.1545 4.7168 6.0002 1.984 0.238 -1.592
H -0.1245 -5.5200 -5.5680 0.235 0.194 0.336
H -0.1075 -3.7514 -5.6112 -0.239 -0.006 0.031
H 0.1690 -7.0832 -3.4246 0.205 0.149 0.150
H -2.4356 -3.5841 -8.5659 -0.012 0.146 0.119
H -1.5398 -4.6560 -5.0336 0.297 0.253 0.235
H -1.2485 4.3226 2.5523 -0.867 -1.984 -0.516
H 3.5574 -0.6874 -3.3347 0.078 0.083 0.096
H 3.5476 1.7182 0.2276 0.031 -0.040 -0.043
H -6.4913 -1.6181 -8.0115 0.395 -0.140 -0.086
H 3.4981 -5.8259 -5.6424 -0.024 -0.129 0.317
H 3.8464 3.2274 2.3060 -1.482 0.232 2.029
H -3.1449 -1.2147 6.0308 0.884 0.299 0.839
H -1.7686 5.3861 6.5708 2.175 -1.300 -1.028
H 2.7871 5.8448 3.6625 1.596 -1.763 -0.298
H 3.8326 -6.8889 -4.2469 -0.007 0.090 -0.128
H -2.1634 3.4001 4.9630 1.775 -0.223 1.097
H 0.9620 -6.5739 -1.4016 -0.129 0.187 -0.232
H 1.7493 4.1844 1.6578 0.007 -0.882 1.734
H 3.1540 2.8317 4.1089 -0.496 1.215 -2.337
H 2.6591 -0.1993 -1.0735 0.062 0.047 -0.043
H 1.2291 -5.5259 -0.0646 0.122 0.342 -0.374
H -1.6795 2.8696 6.7099 0.748 1.019 -2.032
H 0.0385 4.9250 6.8855 -1.572 -0.396 -1.691
H -7.5238 2.8375 -2.0615 -0.021 0.036 -0.031
H 3.9386 -0.7477 -6.0777 0.146 0.162 -0.041
H 2.2769 -3.6402 -0.1211 -0.140 -0.222 -0.081
H -1.6485 -3.3624 -3.2622 0.315 -0.164 -0.270
H -9.9060 5.0983 -4.9235 0.017 -0.014 0.043
H 3.1412 -3.0929 -1.5390 -0.057 -0.083 -0.100
H 6.1854 -1.8728 -6.0201 -0.017 -0.063 0.014
H 0.0745 -8.5489 0.7917 -0.035 0.015 0.077
H 4.5151 6.0035 5.6976 -3.207 -6.900 2.084
H 0.4133 -0.2595 0.4143 0.762 -1.700 0.286
H -4.8831 7.3280 8.3604 -1.262 0.478 0.628
H 5.3614 0.7273 -4.2850 -0.049 0.025 0.144
H 5.2128 2.8828 4.9240 -0.068 2.234 1.357
H 1.0756 -8.0833 -4.5102 0.167 0.119 -0.072
H 3.4003 -0.9795 1.3585 -0.804 -1.570 1.431
H 4.4197 -1.2809 -7.7005 -0.253 -0.085 0.079
H -2.7096 3.0027 2.6808 2.430 0.708 -1.087
H -1.9411 -1.8547 -8.6225 -0.066 -0.100 0.136
H -0.1633 6.9336 5.0690 -0.681 -2.467 -0.420
H -0.4749 -3.2865 -1.9963 0.311 -0.133 -0.056
H 5.4594 -3.3388 -6.7218 -0.016 0.178 0.014
H -0.1184 -5.2022 -1.1419 -0.099 -0.031 -0.042
H -2.8864 1.3208 4.6856 2.305 -1.372 0.163
H 0.4806 5.3556 4.2172 -1.866 0.891 0.668
H -7.2412 1.0160 -3.7374 -0.006 0.018 -0.017
H 6.2612 2.6348 -2.9772 -0.120 -0.086 0.056
H -9.6234 3.2768 -6.5994 0.030 -0.036 0.026
H 4.9879 -2.8213 -5.1078 0.034 0.071 -0.043
H 0.7087 2.9981 4.9721 -0.785 -0.693 0.330
H -0.1476 -2.4401 -3.5193 -0.303 -0.034 0.037
H -2.1100 -5.0708 1.0960 0.001 -0.024 0.057
H 1.4433 -2.6824 -1.3448 -0.117 0.117 0.175
H 1.7692 -7.7106 -2.9364 0.067 -0.063 0.124
H 2.8910 -7.4638 -5.6359 -0.363 0.080 0.244
H -0.6405 -1.0248 2.6377 1.806 0.183 1.318
H -5.2087 -0.4512 -5.4879 -0.005 -0.053 -0.144
H 2.7276 -2.6958 -5.9051 0.311 0.082 -0.441
H 5.2361 3.4423 6.7252 -0.159 1.101 -2.288
H -1.3996 5.8712 4.0917 1.960 -0.091 1.061
H 0.5505 -1.8915 3.8946 -0.612 1.760 -1.332
H -0.2598 -9.0811 3.2095 -0.029 0.087 -0.060
H -1.1480 -2.9765 -7.4815 -0.184 0.068 0.046
H 5.3439 3.1392 -0.7273 -0.021 -0.121 -0.074
H -6.8736 -0.2039 -6.0278 0.517 -0.262 -0.321
H -0.8749 3.7964 -0.0156 -1.721 -1.076 0.953
H -6.0877 -2.5477 -6.5691 0.195 0.054 -0.099
H 1.0654 2.2736 1.0952 0.265 -0.553 2.269
H -2.1766 -0.2811 3.9935 0.751 1.883 1.088
H -5.5092 0.4485 -6.9721 -0.127 -0.077 0.003
H -0.8213 1.2014 1.9196 0.407 1.634 1.596
H 6.3734 4.2731 5.4608 -2.220 -0.590 0.146
H -2.5328 -5.4386 3.5304 0.050 -0.061 -0.062
H 4.5588 5.4138 3.0863 -1.865 -1.238 0.605
```
Positions in Å, forces in eV/Å.